Entry i
Computed, not measured: a single C4H10FN molecule, with ωB97M-V with the def2-TZVPD basis set.

Structure (XYZ):
```
16
Properties=species:S:1:pos:R:3
H -0.5628 -1.7029 -0.1288
H -2.0191 0.8494 -0.5175
H -0.4809 -0.5255 -1.3640
H -2.4203 0.0256 0.9151
C -0.7513 -0.6500 -0.3504
H 0.1625 1.4604 -1.0324
H 2.3420 0.1137 1.2987
C 0.3686 0.1832 0.4407
H 1.4195 1.5256 -0.3247
C 1.8742 -0.4114 0.5278
H -2.8049 -0.6584 -0.7448
H 0.0828 0.1501 1.5160
F 2.5292 -0.2531 -0.7228
H 1.9101 -1.5110 0.6649
C -2.1180 -0.1392 -0.1023
N 0.4685 1.5436 -0.0754
```

As for the SMILES: CC[C@H](N)CF. The gap between HOMO and LUMO is 10.90 eV. Its LUMO energy is 1.1 eV.

Entry ii
Computed, not measured: a molecular structure, C4H10FN, with ωB97M-V with the def2-TZVPD basis set.

Structure (XYZ):
```
16
Properties=species:S:1:pos:R:3
C -2.1028 0.1044 -0.3402
H 1.8605 -1.1335 -1.5965
H 0.6744 -2.1011 0.0232
C 1.0720 1.3454 0.0913
C 1.4746 -1.2447 -0.0877
H 1.7138 1.2875 1.1272
H -1.6634 -0.2917 -1.2827
C -0.8067 -0.3300 0.5199
F -3.2029 -0.1446 0.0990
H 2.5317 -1.0713 0.8302
N 0.4511 0.0480 -0.2005
H 0.2272 2.1718 0.0104
H 1.7603 1.5948 -0.7390
H -1.0109 -1.4209 0.4944
H -0.7251 -0.0138 1.7036
H -2.2537 1.1999 -0.6526
```

The gap between HOMO and LUMO is 9.34 eV. Its LUMO energy is 0.8 eV.

If we sort the structures by their calculated energies, the order from most to least stable is entry i, entry ii.

Entry i
Computed, not measured: a single C6H11N molecule, with ωB97M-V with the def2-TZVPD basis set.

Structure (XYZ):
```
18
Properties=species:S:1:pos:R:3
H -0.5259 -1.3865 -1.2923
H 2.7923 1.4486 -0.1822
H -1.0525 1.9206 0.0417
N 2.6385 0.4938 0.0937
H -1.5572 -2.8506 0.3846
H 0.6386 2.1572 0.5749
C 1.4856 -0.1868 -0.2146
H -2.0415 -2.3164 2.0374
C -0.8728 -0.4974 -0.7126
C -1.6914 -0.7598 0.5408
H 1.6102 -1.2597 -0.2038
C -1.8637 -1.9988 1.0059
C 0.3261 0.4042 -0.5982
H 0.1363 2.5264 -1.1828
H 3.5444 0.1421 0.3455
H -2.0496 0.1491 0.9989
C 0.0244 1.9074 -0.2929
H -1.5419 0.1067 -1.3440
```

As for the SMILES: C=CC/C(C)=C/N. The gap between HOMO and LUMO is 8.67 eV. Its LUMO energy is 1.1 eV.

Entry ii
Computed, not measured: a single C6H11N molecule, with ωB97M-V with the def2-TZVPD basis set.

Structure (XYZ):
```
18
Properties=species:S:1:pos:R:3
C -2.7728 -1.5064 -1.2892
H 3.5587 2.3586 0.6879
H 2.0614 0.7865 -0.7427
C 2.4863 2.5206 0.5468
H -0.8691 0.1971 -0.9726
H 0.8151 1.0296 2.0270
H 2.1016 2.9526 1.4702
N -1.5096 -1.7374 -0.6139
H -3.5139 -0.9954 -0.6614
C 1.7874 1.2400 0.2036
H 0.1995 -1.3825 1.4352
H -2.6062 -0.8518 -2.1444
H -1.5877 -2.4020 0.1405
H 2.3842 3.2585 -0.2491
H -3.1626 -2.4548 -1.6467
C -0.7271 -0.6378 -0.2985
C 0.9257 0.6317 1.0198
C 0.1466 -0.5711 0.7140
```

As for the SMILES: C/C=C/C=C/NC. The gap between HOMO and LUMO is 8.76 eV. Its LUMO energy is 1.2 eV.

Entry iii
Computed, not measured: a single C6H11N molecule, with ωB97M-V with the def2-TZVPD basis set.

Structure (XYZ):
```
18
Properties=species:S:1:pos:R:3
H 2.0146 -0.3402 -1.1937
H 1.3506 -1.4723 0.0130
H -1.8365 -1.2741 2.3142
C -1.0022 -0.3763 0.6141
H 1.3186 -0.2164 1.9506
H -0.8673 0.3570 -2.4344
H -1.1267 1.7456 -1.3874
H 0.7694 -1.5060 -1.6450
C -0.1393 0.7736 0.8745
H -2.1836 -2.1043 0.7138
H 1.7465 1.4362 1.4965
C -1.6876 -1.3020 1.2417
C 1.1136 -0.8481 -0.8464
C -0.3988 0.9924 -1.6812
H -0.6127 1.7518 0.9081
H 0.4503 1.4992 -2.1396
N 1.0504 0.7280 1.7045
C 0.0406 0.1558 -0.5033
```

As for the SMILES: C=C1[C@@H](N)C1(C)C. The gap between HOMO and LUMO is 9.33 eV. Its LUMO energy is 1.0 eV.

Entry iv
Computed, not measured: a single C6H11N molecule, with ωB97M-V with the def2-TZVPD basis set.

Structure (XYZ):
```
18
Properties=species:S:1:pos:R:3
H -2.3803 1.8483 1.4567
H -1.1631 -1.2897 -0.0039
H 1.9722 -0.0867 1.0200
H -0.7399 -0.3288 -1.4276
N 1.1528 0.1528 1.5762
C -0.8085 0.7975 0.4422
C -2.2642 0.9392 0.8609
H 1.0748 -1.9166 0.2275
H 1.6828 0.2296 -1.9202
H 1.6355 -1.5224 -2.1611
C -0.4872 -0.5091 -0.3727
H 2.9102 -0.8153 -1.1721
H -2.9417 0.9843 0.0029
C 0.9339 -0.9393 -0.2333
C 1.8452 -0.7348 -1.4233
H -2.5444 0.0867 1.4890
H -0.5096 1.6844 -0.1434
C 0.1318 0.8438 1.6088
```

The gap between HOMO and LUMO (spin up / spin down) is 8.02 / 8.02 eV. Its LUMO energy (spin up / spin down) is 0.9 / 0.9 eV.

If we sort the structures by their calculated energies, the order from most to least stable is entry ii, entry i, entry iii, entry iv.

Entry i
Computed, not measured: a single C6H11N molecule, with ωB97M-V with the def2-TZVPD basis set.

Structure (XYZ):
```
18
Properties=species:S:1:pos:R:3
H -0.6273 1.1636 3.1529
C -0.3226 -0.1252 -0.0781
C 0.8390 -1.0410 -0.1018
C -0.1060 0.6564 2.2882
C -1.0329 -0.0134 1.2584
H -0.6516 0.8428 -3.2054
H 0.6981 -0.0699 2.5228
H -0.4731 -0.8073 -2.6370
H 0.6529 -2.0564 0.2619
H 2.7540 -1.3816 -1.1052
C 1.8396 -0.7841 -0.9580
H -1.1157 1.6167 -1.0208
H -1.9552 0.5858 1.1658
N -0.7618 0.1514 -2.4561
H -1.3447 -0.9909 1.6594
H 1.8690 0.1062 -1.5724
H 0.4506 1.5293 1.9661
C -0.7123 0.6173 -1.1406
```

As for the SMILES: C=C/C(=C\N)CC. The gap between HOMO and LUMO is 8.26 eV. Its LUMO energy is 1.1 eV.

Entry ii
Computed, not measured: a single C6H11N molecule, with ωB97M-V with the def2-TZVPD basis set.

Structure (XYZ):
```
18
Properties=species:S:1:pos:R:3
H -0.1106 2.7701 -1.0048
N -0.5828 1.8314 1.3987
H 2.0326 0.3803 -1.1095
C -1.6071 -1.2756 0.3499
H -0.5230 -0.0958 -1.0515
H -2.5507 -0.7231 0.2744
H 1.0482 -1.4616 1.1668
H -1.8887 2.4653 -0.8055
H -1.5270 -1.6868 1.3597
H 3.0686 -0.5864 -0.0470
C -0.8892 2.0463 -0.7923
C 2.1087 -0.0647 -0.1093
H 0.9793 -1.8549 -0.5504
H 2.1242 0.7547 0.6178
H -1.6446 -2.1027 -0.3662
C 0.9507 -1.0244 0.1676
C -0.4226 -0.3852 -0.0066
C -0.5660 1.0132 0.5083
```

The gap between HOMO and LUMO (spin up / spin down) is 8.86 / 8.52 eV. Its LUMO energy (spin up / spin down) is -0.1 / -0.1 eV.

Entry iii
Computed, not measured: 2 unconnected molecules or ions with the total composition C6H11N, with ωB97M-V with the def2-TZVPD basis set.

Structure (XYZ):
```
18
Properties=species:S:1:pos:R:3
C 1.2028 0.6080 0.5937
H -1.9845 0.5789 -3.6977
C 1.4891 -0.4939 1.2844
H 1.2073 0.6215 -0.4931
H 0.9504 1.5422 1.0927
N -1.5623 -1.3771 0.0372
H -0.7610 -1.2870 0.6692
H 1.2202 0.3609 3.2442
H -2.4506 1.4189 -1.2094
H -0.5106 -0.1764 -3.0745
C -1.6624 -0.4065 -0.7122
C -1.2138 0.6475 -2.9210
H 2.5054 -0.8600 3.1435
C -1.8249 0.5956 -1.5437
H -0.6729 1.5882 -3.0754
H 1.7436 -1.4053 0.7399
H 0.8181 -1.3659 3.1394
C 1.5060 -0.5896 2.7828
```

As for the SMILES: CC=C=N.C=CC. The gap between HOMO and LUMO is 9.67 eV. Its LUMO energy is 1.0 eV.

Entry iv
Computed, not measured: a single C6H11N molecule, with ωB97M-V with the def2-TZVPD basis set.

Structure (XYZ):
```
18
Properties=species:S:1:pos:R:3
H 0.9059 1.2140 -2.5701
H 0.4295 0.8980 -4.3295
C 0.1886 1.0513 2.2785
C 0.0780 -1.0425 0.7906
H -0.4128 -1.9895 0.6003
H 1.0849 -1.2005 1.1832
C 0.2585 -0.4101 -0.5787
C 0.3638 0.5943 -3.2771
H -1.5464 0.2598 1.2247
H -1.1358 -1.6888 -1.5948
H 1.2258 0.9270 1.9661
H 0.2268 1.0635 3.3646
H 0.9987 0.3886 -0.6186
N -0.3306 -0.4143 -2.9905
H -1.0984 -0.6827 2.5711
C -0.4291 -0.8639 -1.6184
C -0.6604 -0.1000 1.7492
H -0.1469 1.9957 1.8495
```

As for the SMILES: C=N/C=C/CCC. The gap between HOMO and LUMO is 9.90 eV. Its LUMO energy is 0.7 eV.

If we sort the structures by their calculated energies, the order from most to least stable is entry iv, entry iii, entry i, entry ii.